[1]
{"formula": "C20H17N3O5S2", "method": "ωB97M-V/def2-TZVPD", "species": ["O", "C", "C", "C", "C", "C", "O", "N", "C", "C", "C", "C", "C", "S", "O", "O", "N", "C", "C", "C", "C", "C", "C", "S", "N", "C", "O", "C", "C", "C", "H", "H", "H", "H", "H", "H", "H", "H", "H", "H", "H", "H", "H", "H", "H", "H", "H"], "coordinates": [[-0.3948, -2.6901, 2.8536], [0.6361, -2.0775, 2.7750], [1.5046, -2.0226, 4.0148], [1.3258, -2.7750, 5.1767], [2.3862, -2.3854, 6.0899], [3.0987, -1.4507, 5.4323], [2.6263, -1.2194, 4.1915], [1.0310, -1.5432, 1.5470], [2.3324, -0.9316, 1.2922], [2.4076, -0.6829, -0.2114], [1.0202, -0.9884, -0.6441], [0.5480, -0.8193, -1.9222], [-0.7284, -1.2032, -2.2174], [-1.4059, -0.8768, -3.8921], [-0.2887, -0.6882, -4.8418], [-2.3618, -1.9037, -4.3234], [-2.1352, 0.6462, -3.7034], [-1.3862, 1.9187, -3.7306], [-2.1213, 2.7503, -2.6798], [-1.3782, 2.8575, -1.3784], [-0.7041, 4.0030, -1.0314], [0.0633, 3.7917, 0.1866], [-0.0178, 2.5493, 0.6955], [-1.1509, 1.5335, -0.2076], [-3.3665, 2.0622, -2.4643], [-3.2393, 0.7685, -2.9087], [-3.9273, -0.1227, -2.4663], [-1.5174, -1.8621, -1.2179], [-1.0029, -2.0095, 0.0662], [0.2617, -1.5564, 0.3789], [0.4966, -3.4765, 5.2903], [2.5394, -2.7224, 7.1104], [3.9588, -0.8967, 5.8663], [2.4378, 0.0297, 1.8242], [3.1148, -1.6151, 1.5793], [2.6990, 0.3316, -0.4180], [3.1049, -1.4164, -0.6128], [1.1666, -0.3299, -2.6529], [-1.4435, 2.3451, -4.7283], [-0.3248, 1.7895, -3.5365], [-2.3258, 3.7563, -3.1135], [-0.7313, 4.9245, -1.5645], [0.6179, 4.5839, 0.6751], [0.4436, 2.2302, 1.6019], [-3.7531, 2.0403, -1.5231], [-2.4924, -2.2113, -1.5004], [-1.6234, -2.4353, 0.8430]], "atomic_forces_ev_per_a": [[-1.00, -0.38, 0.33], [1.11, 0.17, -0.55], [0.41, -0.55, 1.31], [0.15, 0.85, -1.12], [-1.31, -0.54, -0.55], [0.82, 0.26, 0.94], [-0.38, 0.06, -0.40], [-0.15, -0.20, 1.48], [0.40, 0.86, 0.42], [-0.14, -0.61, 0.68], [0.10, -0.23, -0.48], [0.39, 0.53, -0.02], [-2.12, -1.11, 0.01], [1.03, -2.17, -2.26], [-1.57, 0.59, 2.22], [1.12, 2.20, 1.61], [0.96, -0.54, -0.88], [0.01, -0.68, -0.74], [-0.11, 1.02, 0.53], [0.75, 0.98, 0.23], [0.32, -1.98, 1.61], [-0.23, 0.85, -0.76], [-1.15, -0.38, -0.69], [0.72, 1.73, -0.54], [-0.33, -0.27, -0.50], [-1.13, -0.87, 1.94], [-0.06, -0.41, -0.57], [1.23, 1.05, -1.22], [-1.19, -0.39, 0.51], [0.72, 0.50, -1.06], [0.50, 0.28, 0.12], [0.00, 0.05, -0.36], [-0.76, -0.23, -1.12], [-0.03, -0.54, 0.09], [0.28, -0.02, 0.45], [0.31, 0.29, -0.31], [0.12, 0.30, -0.48], [0.17, -0.01, -0.32], [-0.21, 0.13, -0.06], [-0.01, -0.16, 0.33], [0.41, -0.47, 0.60], [-0.06, 0.39, -0.39], [0.10, -0.10, -0.10], [0.05, -0.41, 0.38], [-0.01, 0.39, -0.35], [-0.31, -0.06, 0.15], [0.06, -0.14, -0.13]], "smiles": "O=C(c1ccco1)N1CCc2cc(S(=O)(=O)N3C[C@H](c4cccs4)NC3=O)ccc21", "lumo_ev": 0.10, "total_charge": 0, "max_force_ev_per_a": 3.3}

[2]
{"formula": "C18H20N4O3", "method": "ωB97M-V/def2-TZVPD", "species": ["O", "C", "N", "N", "C", "C", "C", "C", "C", "N", "O", "C", "N", "C", "C", "C", "C", "O", "C", "C", "C", "C", "C", "C", "C", "H", "H", "H", "H", "H", "H", "H", "H", "H", "H", "H", "H", "H", "H", "H", "H", "H", "H", "H", "H"], "coordinates": [[-2.4403, -1.2634, 4.8895], [-2.3181, -1.6527, 3.7589], [-1.3758, -2.6196, 3.6143], [-0.6814, -2.5558, 2.4967], [-0.9831, -1.7840, 1.3893], [-0.0344, -1.9081, 0.2115], [0.8266, -0.6238, 0.2570], [0.9121, 0.2556, 1.3814], [1.8333, 1.3015, 1.3644], [2.5669, 1.5173, 0.2134], [3.3981, 2.4321, 0.1976], [2.3745, 0.7141, -0.9506], [3.2651, 0.8331, -2.0691], [2.8504, 1.7484, -3.1154], [4.1555, 2.0876, -3.8187], [5.3054, 1.2027, -3.3230], [4.6283, 0.5020, -2.0934], [5.1259, -0.1886, -1.2363], [1.4953, -0.3417, -0.8704], [-2.2040, -1.0045, 1.2979], [-2.6797, -0.1303, 0.0978], [-4.2675, -0.1756, 0.0237], [-5.0603, -0.3144, 1.4093], [-4.5069, -1.3312, 2.3300], [-3.0148, -0.9264, 2.5746], [-0.6973, -1.9674, -0.7768], [0.5956, -2.7938, 0.3376], [0.2530, 0.1101, 2.2603], [1.8513, 2.2034, 2.1018], [2.1996, 1.2622, -3.8674], [2.4285, 2.7131, -2.8044], [4.1226, 2.0309, -4.8900], [4.3812, 3.0930, -3.6273], [5.7400, 0.3697, -3.9753], [6.1240, 1.8102, -2.9895], [1.5129, -1.1436, -1.6319], [-2.2817, -0.3730, -0.9195], [-2.3357, 0.8913, 0.3380], [-4.4141, -1.1555, -0.5487], [-4.8036, 0.6433, -0.4221], [-6.1243, -0.5951, 1.3721], [-4.9986, 0.6567, 1.9711], [-5.0098, -1.2383, 3.2048], [-4.5918, -2.4047, 1.8883], [-3.1231, 0.1131, 2.9487]], "atomic_forces_ev_per_a": [[-0.98, 0.60, 0.64], [-1.15, 2.12, -0.21], [2.99, -1.17, -3.86], [-1.06, -1.14, 2.33], [-4.29, 1.78, -1.05], [-1.55, 1.21, -0.01], [-1.71, -0.35, 1.78], [0.15, -0.40, -0.41], [-1.40, 1.03, -0.14], [-0.65, -1.27, -1.15], [1.11, 1.30, -0.28], [1.47, -0.42, 1.04], [-1.12, 1.25, 0.66], [0.45, -0.14, -1.39], [1.00, -0.75, -1.18], [-1.07, -1.85, 0.75], [0.11, 0.28, 0.93], [0.11, 0.13, -0.58], [1.72, -0.47, -1.30], [2.89, -1.28, 0.16], [-0.86, 0.04, 0.97], [-0.52, -2.50, 1.07], [0.47, 0.92, -0.55], [2.90, -2.07, -2.69], [0.17, -0.75, 0.30], [1.74, 0.09, 1.98], [-0.20, 0.09, -0.19], [0.74, 0.15, -0.63], [0.36, -2.15, -1.35], [-0.18, 0.13, 0.70], [-0.27, -0.63, 0.49], [-0.50, -0.13, -0.62], [0.52, 1.43, 0.46], [-0.90, 1.29, 0.53], [0.48, 0.04, 0.39], [-0.06, 0.99, 0.02], [-0.08, -0.08, 1.10], [-0.05, -0.23, -0.08], [-0.44, 1.41, 0.53], [0.56, 0.37, -0.96], [0.18, 0.57, -1.03], [-0.19, -0.54, -0.68], [-1.45, -0.28, 2.90], [0.16, 1.71, 0.86], [0.42, -0.34, -0.27]], "smiles": "O=C1N=NC(Cc2cc[n+]([O-])c(N3CCCC3=O)c2)=C2CCCC[C@@H]12", "lumo_ev": -1.43, "total_charge": 0, "max_force_ev_per_a": 5.0}

How do the records compare in E? In the order shown, they have -2109.1554 -1142.4496 hartree.